(1)
Below is a cluster of 2 separate species, C2H9NS2 in total, with properties calculated with wB97M-V/def2-TZVPD.

XYZ file:
```
14
Properties=species:S:1:pos:R:3
S 1.35466 -3.01856 1.78578
S 2.86573 -2.33319 0.50641
H 0.19880 -2.65189 1.13022
H 3.38924 -1.22859 0.80925
C -1.63732 1.75807 -0.12407
N -0.27964 1.35085 -0.39830
C -0.12240 -0.05405 -0.89926
H -2.23071 1.38703 -0.91560
H -2.01459 1.43601 0.78499
H -1.67529 2.83000 -0.09675
H 0.36765 1.76291 0.39996
H 0.43260 -0.07062 -1.78084
H -1.03334 -0.58037 -1.04514
H 0.38460 -0.58760 -0.15664
```

Results
Energy above the lowest of the compared OMol25 structures with the same formula, charge and spin (kcal/mol): 43.8
SMILES string: CNC.SS
HOMO (eV): -8.3
Lowest unoccupied orbital energy (eV): 0.03
Electronic energy (hartree): -932.654187
Orbital gap (eV): 8.37

Atom-resolved charges from natural (NBO), all expressed in e: number 1, S, carries -0.11; number 2, S, carries -0.13; number 3, H, carries 0.13; number 4, H, carries 0.11; number 5, C, carries -0.40; number 6, N, carries -0.65; number 7, C, carries -0.41; number 8, H, carries 0.19; number 9, H, carries 0.16; number 10, H, carries 0.19; number 11, H, carries 0.36; number 12, H, carries 0.19; number 13, H, carries 0.19; number 14, H, carries 0.18



(2)
Below is a cluster of 3 separate species, C2H9O2S in total, with properties calculated with wB97M-V/def2-TZVPD.

XYZ file:
```
14
Properties=species:S:1:pos:R:3
C -1.44507 -0.56723 -1.72672
C -0.36475 0.50183 -1.55050
S 0.54698 0.26724 0.02275
H -1.83130 -0.84956 -0.76289
H -2.22056 -0.17366 -2.37870
H -1.03147 -1.48575 -2.13913
H 0.37400 0.34018 -2.33342
H -0.78045 1.49417 -1.67002
H 2.03605 -2.68956 -0.36600
H 1.15803 -1.76284 0.34779
O 1.38076 -2.73589 0.34342
H -0.51391 2.10960 3.41869
H -0.68660 1.75721 1.97039
O -0.75235 2.51680 2.57949
```

Results
Net charge: -1
Energy above the lowest of the compared OMol25 structures with the same formula, charge and spin (kcal/mol): 6.6
HOMO (eV): -3.0
Lowest unoccupied orbital energy (eV): 3.98
Electronic energy (hartree): -630.306584
Orbital gap (eV): 6.97

Atom-resolved charges from natural (NBO), all expressed in e: number 1, C, carries -0.62; number 2, C, carries -0.51; number 3, S, carries -0.71; number 4, H, carries 0.21; number 5, H, carries 0.17; number 6, H, carries 0.19; number 7, H, carries 0.18; number 8, H, carries 0.18; number 9, H, carries 0.44; number 10, H, carries 0.49; number 11, O, carries -1.01; number 12, H, carries 0.45; number 13, H, carries 0.50; number 14, O, carries -0.97



(3)
Below is a cluster of 3 separate species, C2H9O2S in total, with properties calculated with wB97M-V/def2-TZVPD.

XYZ file:
```
14
Properties=species:S:1:pos:R:3
C 1.67804 1.29242 0.34577
C 0.31981 1.14062 1.00713
S -0.67236 0.04871 0.00783
H 1.64295 1.49889 -0.72370
H 2.17691 0.33067 0.49837
H 2.30460 2.06036 0.80728
H -0.28088 2.05223 1.14253
H 0.49330 0.87327 2.05672
H -0.23546 -0.96459 -3.38976
H -1.46483 -0.24650 -2.77447
O -1.14137 -1.08593 -3.09294
H -1.54420 -1.93941 0.73323
H -1.59928 -2.31074 2.11606
O -1.67721 -2.75001 1.26597
```

Results
Energy above the lowest of the compared OMol25 structures with the same formula, charge and spin (kcal/mol): 8.5
2S+1: 2
HOMO (spin up / spin down) (eV): -9.8 / -9.4
Lowest unoccupied orbital energy (spin up / spin down) (eV): 0.70 / -2.43
Electronic energy (hartree): -630.199508
Orbital gap (spin up / spin down) (eV): 10.52 / 7.00

Atom-resolved charges from natural (NBO), all expressed in e: number 1, C, carries -0.62; number 2, C, carries -0.60; number 3, S, carries 0.13; number 4, H, carries 0.22; number 5, H, carries 0.21; number 6, H, carries 0.22; number 7, H, carries 0.24; number 8, H, carries 0.22; number 9, H, carries 0.47; number 10, H, carries 0.47; number 11, O, carries -0.94; number 12, H, carries 0.46; number 13, H, carries 0.45; number 14, O, carries -0.94



(4)
Below is a cluster of 3 separate species, C2H9O2S in total, with properties calculated with wB97M-V/def2-TZVPD.

XYZ file:
```
14
Properties=species:S:1:pos:R:3
C -0.73099 2.85850 0.16468
C 0.07830 1.69300 0.71037
S 0.29119 0.40572 -0.51140
H -1.74103 2.60815 -0.16728
H -0.28224 3.31602 -0.70524
H -0.83396 3.60712 0.93301
H -0.28704 1.33004 1.67085
H 1.06876 2.09719 0.93758
H -1.90458 -2.45102 0.06125
H -1.34522 -1.04304 0.27605
O -2.01919 -1.66012 0.60199
H 1.73004 -2.05833 -0.76116
H 2.96159 -2.61151 -0.08535
O 2.16394 -2.89491 -0.55405
```

Results
Energy above the lowest of the compared OMol25 structures with the same formula, charge and spin (kcal/mol): 3.5
2S+1: 2
HOMO (spin up / spin down) (eV): -10.0 / -9.6
Lowest unoccupied orbital energy (spin up / spin down) (eV): 0.67 / -2.63
Electronic energy (hartree): -630.207466
Orbital gap (spin up / spin down) (eV): 10.64 / 6.95

Atom-resolved charges from natural (NBO), all expressed in e: number 1, C, carries -0.61; number 2, C, carries -0.58; number 3, S, carries 0.11; number 4, H, carries 0.22; number 5, H, carries 0.22; number 6, H, carries 0.22; number 7, H, carries 0.22; number 8, H, carries 0.23; number 9, H, carries 0.47; number 10, H, carries 0.47; number 11, O, carries -0.96; number 12, H, carries 0.47; number 13, H, carries 0.47; number 14, O, carries -0.93



(5)
Below is a cluster of 2 separate species, C2H9OS in total, with properties calculated with wB97M-V/def2-TZVPD.

XYZ file:
```
13
Properties=species:S:1:pos:R:3
O 0.93949 -2.52484 0.70173
H 1.87175 -2.70489 1.09541
H 0.71821 -3.33850 0.34146
H 0.84936 -0.71477 -0.22117
C -1.35189 0.14369 0.41544
S -0.19189 0.01871 -0.92862
C 0.44397 1.94411 -0.91001
H -0.72278 0.02795 1.37786
H -1.96639 1.06548 0.26583
H -2.11191 -0.64683 0.31809
H 0.81636 2.04761 0.14055
H -0.37825 2.53285 -0.83635
H 1.08397 2.14945 -1.76024
```

Results
Net charge: +1
Energy above the lowest of the compared OMol25 structures with the same formula, charge and spin (kcal/mol): 26.3
HOMO (eV): -16.0
Lowest unoccupied orbital energy (eV): -3.82
Electronic energy (hartree): -554.708061
Orbital gap (eV): 12.19

Atom-resolved charges from natural (NBO), all expressed in e: number 1, O, carries -0.96; number 2, H, carries 0.50; number 3, H, carries 0.49; number 4, H, carries 0.26; number 5, C, carries -0.79; number 6, S, carries 0.52; number 7, C, carries -0.58; number 8, H, carries 0.28; number 9, H, carries 0.27; number 10, H, carries 0.28; number 11, H, carries 0.25; number 12, H, carries 0.23; number 13, H, carries 0.26



(6)
Below is a structure of composition C2HBr2Cl3, with properties calculated with wB97M-V/def2-TZVPD.

XYZ file:
```
8
Properties=species:S:1:pos:R:3
C -0.11538 0.07770 0.73347
C 0.72554 -0.74965 -0.16803
Cl 0.19940 -0.69417 -1.86668
Cl 0.65545 -2.45425 0.37569
Cl 2.33713 0.00134 -0.14368
Br -2.98742 2.12066 -0.95648
Br -0.22039 1.83398 0.37835
H -0.59435 -0.13561 1.64737
```

Results
Energy above the lowest of the compared OMol25 structures with the same formula, charge and spin (kcal/mol): 63.7
HOMO (spin up / spin down) (eV): -9.3 / -10.6
Lowest unoccupied orbital energy (spin up / spin down) (eV): -3.05 / -1.59
Electronic energy (hartree): -6605.303371
Orbital gap (spin up / spin down) (eV): 6.27 / 9.02

Atom-resolved charges from natural (NBO), all expressed in e: number 1, C, carries -0.30; number 2, C, carries -0.18; number 3, Cl, carries 0.04; number 4, Cl, carries 0.05; number 5, Cl, carries 0.03; number 6, Br, carries -0.17; number 7, Br, carries 0.29; number 8, H, carries 0.24



(7)
Below is a structure of composition C2HBr2Cl3S, with properties calculated with wB97M-V/def2-TZVPD.

XYZ file:
```
9
Properties=species:S:1:pos:R:3
C -0.39573 0.73160 -0.31477
C 0.56038 -0.36797 -0.25477
S 0.52648 -1.24846 1.31726
Cl -0.15748 1.95645 -1.59186
Cl 0.08502 -1.48480 -1.63089
Cl -1.33690 -1.67995 1.81700
Br -0.24739 1.69465 1.36228
Br 2.32578 0.17925 -0.29968
H -1.36016 0.21924 -0.40457
```

Results
Energy above the lowest of the compared OMol25 structures with the same formula, charge and spin (kcal/mol): 0.2
HOMO (eV): -9.3
Lowest unoccupied orbital energy (eV): 0.01
Electronic energy (hartree): -7003.571792
Orbital gap (eV): 9.31

Atom-resolved charges from natural (NBO), all expressed in e: number 1, C, carries -0.36; number 2, C, carries -0.36; number 3, S, carries 0.33; number 4, Cl, carries 0.02; number 5, Cl, carries -0.01; number 6, Cl, carries -0.14; number 7, Br, carries 0.07; number 8, Br, carries 0.19; number 9, H, carries 0.26



(8)
Below is a structure of composition C2HBr2F3, with properties calculated with wB97M-V/def2-TZVPD.

XYZ file:
```
8
Properties=species:S:1:pos:R:3
C -0.07162 -1.21729 0.15703
C 0.23640 1.16887 -0.16246
F 0.77615 -2.08012 -0.36312
F -1.27976 -1.27356 -0.43543
F 1.46955 1.38262 0.26490
Br -0.00299 1.57254 -1.93151
Br -1.03807 1.65761 1.10442
H -0.08967 -1.21067 1.36616
```

Results
2S+1: 3
HOMO (spin up / spin down) (eV): -7.3 / -11.0
Lowest unoccupied orbital energy (spin up / spin down) (eV): 0.46 / -1.63
Electronic energy (hartree): -5524.253030
Orbital gap (spin up / spin down) (eV): 7.73 / 9.34

Atom-resolved charges from natural (NBO), all expressed in e: number 1, C, carries 0.54; number 2, C, carries 0.09; number 3, F, carries -0.33; number 4, F, carries -0.34; number 5, F, carries -0.34; number 6, Br, carries 0.14; number 7, Br, carries 0.10; number 8, H, carries 0.13



(9)
Below is a structure of composition C2HBr2FO, with properties calculated with wB97M-V/def2-TZVPD.

XYZ file:
```
7
Properties=species:S:1:pos:R:3
C 0.54227 0.29307 -0.47878
C -0.19638 0.70227 -1.64401
O 1.59112 0.65368 -0.12033
F 0.19108 1.65979 -2.42108
Br -3.57092 -2.34343 -2.68907
Br -1.96799 0.22348 -1.80606
H -0.21767 -0.58288 0.03998
```

Results
Energy above the lowest of the compared OMol25 structures with the same formula, charge and spin (kcal/mol): 70.8
HOMO (spin up / spin down) (eV): -9.5 / -10.7
Lowest unoccupied orbital energy (spin up / spin down) (eV): -3.66 / -1.91
Electronic energy (hartree): -5399.814638
Orbital gap (spin up / spin down) (eV): 5.81 / 8.78

Atom-resolved charges from natural (NBO), all expressed in e: number 1, C, carries 0.29; number 2, C, carries 0.25; number 3, O, carries -0.46; number 4, F, carries -0.27; number 5, Br, carries -0.08; number 6, Br, carries 0.18; number 7, H, carries 0.09



(10)
Below is the molecule C2HBr2N3, with properties calculated with wB97M-V/def2-TZVPD.

XYZ file:
```
8
Properties=species:S:1:pos:R:3
C 0.83180 -1.26081 -0.19503
C -0.97168 0.08898 -0.58665
N -0.21516 -1.03177 -0.73662
N -0.52929 0.99549 0.22669
N 0.57743 0.77767 0.81213
Br -2.57775 0.26521 -1.51244
Br 1.19643 2.00716 2.01143
H 1.68822 -1.84194 -0.01950
```

Results
Energy above the lowest of the compared OMol25 structures with the same formula, charge and spin (kcal/mol): 24.1
2S+1: 3
HOMO (spin up / spin down) (eV): -6.5 / -9.8
Lowest unoccupied orbital energy (spin up / spin down) (eV): 0.38 / -2.21
Electronic energy (hartree): -5388.885522
Orbital gap (spin up / spin down) (eV): 6.86 / 7.61

Atom-resolved charges from natural (NBO), all expressed in e: number 1, C, carries 0.18; number 2, C, carries 0.30; number 3, N, carries -0.53; number 4, N, carries -0.31; number 5, N, carries -0.22; number 6, Br, carries 0.17; number 7, Br, carries 0.21; number 8, H, carries 0.21